Below is 2 unconnected molecules or ions with the total composition CH2ClF2NS in a non-equilibrium geometry, with properties calculated with ωB97M-V/def2-TZVPD.

Results
strongest force on any atom: 0.13337 hartree/bohr
LUMO (alpha / beta): -3.22 / -1.09 eV
frontier orbital gap (alpha / beta): 6.371 / 9.639 eV
DFT total energy: -1151.99159 a.u.
2S+1: 1
HOMO (alpha / beta): -9.590 / -10.729 eV

Last column: Mulliken charge in e.
Geometry (Å):
1 C 0.701 1.253 0.892  -0.009
2 N -0.459 1.126 1.012  -0.377
3 F -2.582 -1.090 -1.095  -0.328
4 F 0.897 -0.306 -1.226  -0.447
5 S -0.849 -0.922 -1.052  0.659
6 Cl -0.482 -2.792 -0.436  -0.001
7 H 1.241 1.637 1.799  0.279
8 H 1.533 1.094 0.106  0.226

Forces on the atoms, in the same order (eV/Å):
6.76 1.17 0.16
-4.71 -1.09 -0.34
1.36 -0.35 0.28
-0.97 -1.33 -0.01
-0.40 1.05 -0.43
0.08 0.65 -0.10
-0.28 0.09 0.01
-1.84 -0.19 0.44